29
Properties=species:S:1:pos:R:3:forces:R:3 method="wB97M-V/def2-TZVPD" charge=+1 relative_energy_kcal_mol=73.1 fmax_ev_per_a=2.5 lumo_ev=-4.9 e_homo_ha=-0.46593 total_energy_ev=-15784.5782
H 2.244 1.542 1.000 0.5 0.1 -0.2
H -0.133 1.235 -2.637 0.0 -0.3 -0.4
H 2.969 0.224 0.208 0.2 0.4 0.0
H -2.606 -0.571 -0.795 -0.1 -0.2 0.1
H 0.621 -0.265 -2.930 -0.4 0.3 -0.2
H -0.390 -2.635 6.045 -0.1 -0.1 -0.1
H -1.670 -0.077 4.893 0.2 0.1 0.2
C 1.652 -0.994 5.182 0.3 0.0 0.1
H -0.925 1.485 0.709 0.7 0.6 -0.1
Pb -0.094 0.000 0.276 -1.4 -0.1 0.5
C -0.644 -0.020 5.280 0.0 0.1 0.1
H -1.732 -2.126 -0.319 -0.5 0.0 -0.1
H 2.311 -1.737 4.716 -0.2 0.1 0.2
C -0.385 -2.484 4.960 -0.1 -0.3 0.0
C 0.223 -1.115 4.657 -0.3 0.2 0.5
H -0.227 0.970 5.052 -0.2 -0.2 0.2
H 2.468 1.599 -0.698 0.4 0.0 0.4
C 0.269 -0.948 3.229 0.8 -0.7 -2.3
H 2.049 0.007 4.964 0.0 -0.3 0.1
C 0.504 -1.075 2.025 0.1 0.8 1.1
H 1.640 -1.152 6.266 0.1 0.1 -0.1
H -1.058 -0.183 -2.662 0.3 0.1 -0.3
H -2.389 -1.035 0.965 -0.1 0.0 -0.1
N 2.359 1.030 0.134 -1.7 -0.8 -0.3
N -0.148 0.231 -2.487 0.5 0.0 1.3
H -1.416 -2.531 4.585 0.2 0.0 0.2
H 0.192 -3.288 4.488 -0.1 0.2 0.1
H -0.635 -0.197 6.362 -0.2 0.3 -0.2
C -2.019 -1.110 -0.056 1.1 -0.2 -0.5


34
Properties=species:S:1:pos:R:3:forces:R:3 method="wB97M-V/def2-TZVPD" s2=2.014 charge=+4 relative_energy_kcal_mol=20.4 fmax_ev_per_a=3.3 lumo_ev="-17.1 / -17.5" e_homo_ha="-0.91877 / -0.91665" total_energy_ev=-20888.1894 multiplicity=3
C -0.648 -1.542 0.286 0.1 -0.2 -0.2
H 0.335 -1.884 2.117 -0.1 0.6 -0.1
N 0.305 1.224 3.569 -0.1 0.4 0.2
H -1.660 2.349 -0.723 0.3 -0.4 0.0
N -0.454 -1.314 1.748 -0.3 -0.4 0.2
H -0.997 -2.572 0.081 0.0 0.5 0.1
H 1.164 -2.348 -0.592 -0.1 0.1 0.3
H -0.263 1.899 4.128 0.2 -0.2 -0.5
C 1.045 2.264 1.731 2.8 0.6 1.5
C 0.784 -0.566 -1.774 -0.5 0.2 0.4
H 1.299 -2.188 -3.071 0.1 0.2 0.1
N -0.938 1.606 -0.853 -0.3 0.3 0.2
C -1.556 0.351 -1.365 -0.6 -0.5 -0.5
H -2.507 0.559 -1.881 0.3 0.0 0.3
C -0.630 -0.386 -2.348 0.2 0.2 0.1
C -1.822 -0.532 -0.102 -0.4 0.2 -0.3
N 1.645 -1.254 -2.788 0.5 -0.2 -0.6
H -2.745 -1.122 -0.273 0.2 0.4 0.5
H 2.626 -1.378 -2.477 -0.2 0.0 0.0
O 1.505 1.697 0.688 -0.2 -0.2 0.0
H -1.073 -1.360 -2.574 -0.1 0.0 -0.1
H -1.271 -1.682 2.287 0.4 0.5 -0.3
H 0.645 0.547 4.274 -0.1 -0.1 -0.6
H 2.124 2.376 3.574 -0.1 -0.1 -0.1
H -0.597 0.168 -3.292 -0.1 0.0 0.1
H -0.300 2.035 -1.547 0.1 -0.2 0.6
H -2.135 0.190 0.843 -0.9 -1.3 -1.1
O -0.172 2.686 1.623 -1.3 0.2 0.1
W -0.369 0.827 1.119 0.0 -0.6 -0.2
H 1.267 0.410 -1.608 -0.1 -0.3 -0.2
H 1.456 -0.854 0.295 -0.1 -0.4 -0.4
C 0.752 -1.343 -0.420 0.4 0.1 -0.1
N 1.474 1.840 2.985 0.1 0.7 0.3
H 1.713 -0.701 -3.664 -0.1 -0.2 0.2


29
Properties=species:S:1:pos:R:3:forces:R:3 method="wB97M-V/def2-TZVPD" s2=2.011 charge=+1 relative_energy_kcal_mol=21.7 fmax_ev_per_a=5.6 lumo_ev="-2.4 / -7.1" e_homo_ha="-0.33409 / -0.48436" total_energy_ev=-20381.0213 multiplicity=3
H -1.453 2.079 1.400 0.2 1.0 0.2
H -1.830 -2.122 0.633 0.8 -0.6 0.0
C -2.127 1.265 1.488 0.2 -4.0 1.9
C 1.344 -0.527 -0.044 -4.8 -2.8 -0.3
H 1.394 0.614 1.702 0.1 -1.5 0.8
H -1.730 2.197 -1.260 0.7 -0.8 -0.9
H -3.227 -1.701 -0.168 -2.7 -0.3 -0.4
H -2.046 0.695 2.537 0.4 1.2 -2.4
H 2.084 2.016 -0.038 -1.6 1.1 0.8
C -2.230 1.215 -1.358 -2.1 0.4 -1.2
H 0.488 -2.554 -0.646 -1.2 0.6 0.3
C 1.294 -0.495 1.525 -0.4 1.8 -2.1
H 3.493 1.470 0.857 -0.3 -0.6 -1.0
H -2.255 0.593 -2.321 0.9 1.4 1.1
H -3.155 1.426 1.417 -1.6 1.2 -0.1
C -2.210 -1.604 -0.223 0.4 3.3 3.4
O 0.194 0.170 -0.610 2.9 0.0 -1.1
H 2.746 -0.128 -1.494 -0.2 -0.3 0.3
H -1.813 -1.741 -1.137 1.4 -1.3 -3.0
H 1.363 -1.721 -1.832 0.3 0.4 -1.7
N 2.426 0.122 -0.560 2.9 2.4 -0.4
H 2.053 -1.145 1.793 2.3 -0.5 1.1
P -1.681 0.201 0.011 -1.2 0.0 2.1
H 0.461 -0.930 2.057 -0.9 0.2 -0.7
H -3.290 1.656 -1.367 0.8 -1.3 0.7
H 2.027 -2.578 -0.448 1.7 -0.1 0.1
C 1.312 -1.874 -0.802 -0.5 -0.7 2.3
H 3.445 1.998 -1.003 -0.5 -1.9 2.1
C 2.924 1.404 -0.107 1.8 1.6 -2.0


Repeat the first record exactly.
29
Properties=species:S:1:pos:R:3:forces:R:3 method="wB97M-V/def2-TZVPD" charge=+1 relative_energy_kcal_mol=73.1 fmax_ev_per_a=2.5 lumo_ev=-4.9 e_homo_ha=-0.46593 total_energy_ev=-15784.5782
H 2.244 1.542 1.000 0.5 0.1 -0.2
H -0.133 1.235 -2.637 0.0 -0.3 -0.4
H 2.969 0.224 0.208 0.2 0.4 0.0
H -2.606 -0.571 -0.795 -0.1 -0.2 0.1
H 0.621 -0.265 -2.930 -0.4 0.3 -0.2
H -0.390 -2.635 6.045 -0.1 -0.1 -0.1
H -1.670 -0.077 4.893 0.2 0.1 0.2
C 1.652 -0.994 5.182 0.3 0.0 0.1
H -0.925 1.485 0.709 0.7 0.6 -0.1
Pb -0.094 0.000 0.276 -1.4 -0.1 0.5
C -0.644 -0.020 5.280 0.0 0.1 0.1
H -1.732 -2.126 -0.319 -0.5 0.0 -0.1
H 2.311 -1.737 4.716 -0.2 0.1 0.2
C -0.385 -2.484 4.960 -0.1 -0.3 0.0
C 0.223 -1.115 4.657 -0.3 0.2 0.5
H -0.227 0.970 5.052 -0.2 -0.2 0.2
H 2.468 1.599 -0.698 0.4 0.0 0.4
C 0.269 -0.948 3.229 0.8 -0.7 -2.3
H 2.049 0.007 4.964 0.0 -0.3 0.1
C 0.504 -1.075 2.025 0.1 0.8 1.1
H 1.640 -1.152 6.266 0.1 0.1 -0.1
H -1.058 -0.183 -2.662 0.3 0.1 -0.3
H -2.389 -1.035 0.965 -0.1 0.0 -0.1
N 2.359 1.030 0.134 -1.7 -0.8 -0.3
N -0.148 0.231 -2.487 0.5 0.0 1.3
H -1.416 -2.531 4.585 0.2 0.0 0.2
H 0.192 -3.288 4.488 -0.1 0.2 0.1
H -0.635 -0.197 6.362 -0.2 0.3 -0.2
C -2.019 -1.110 -0.056 1.1 -0.2 -0.5


What did the first record say?
29
Properties=species:S:1:pos:R:3:forces:R:3 method="wB97M-V/def2-TZVPD" charge=+1 relative_energy_kcal_mol=73.1 fmax_ev_per_a=2.5 lumo_ev=-4.9 e_homo_ha=-0.46593 total_energy_ev=-15784.5782
H 2.244 1.542 1.000 0.5 0.1 -0.2
H -0.133 1.235 -2.637 0.0 -0.3 -0.4
H 2.969 0.224 0.208 0.2 0.4 0.0
H -2.606 -0.571 -0.795 -0.1 -0.2 0.1
H 0.621 -0.265 -2.930 -0.4 0.3 -0.2
H -0.390 -2.635 6.045 -0.1 -0.1 -0.1
H -1.670 -0.077 4.893 0.2 0.1 0.2
C 1.652 -0.994 5.182 0.3 0.0 0.1
H -0.925 1.485 0.709 0.7 0.6 -0.1
Pb -0.094 0.000 0.276 -1.4 -0.1 0.5
C -0.644 -0.020 5.280 0.0 0.1 0.1
H -1.732 -2.126 -0.319 -0.5 0.0 -0.1
H 2.311 -1.737 4.716 -0.2 0.1 0.2
C -0.385 -2.484 4.960 -0.1 -0.3 0.0
C 0.223 -1.115 4.657 -0.3 0.2 0.5
H -0.227 0.970 5.052 -0.2 -0.2 0.2
H 2.468 1.599 -0.698 0.4 0.0 0.4
C 0.269 -0.948 3.229 0.8 -0.7 -2.3
H 2.049 0.007 4.964 0.0 -0.3 0.1
C 0.504 -1.075 2.025 0.1 0.8 1.1
H 1.640 -1.152 6.266 0.1 0.1 -0.1
H -1.058 -0.183 -2.662 0.3 0.1 -0.3
H -2.389 -1.035 0.965 -0.1 0.0 -0.1
N 2.359 1.030 0.134 -1.7 -0.8 -0.3
N -0.148 0.231 -2.487 0.5 0.0 1.3
H -1.416 -2.531 4.585 0.2 0.0 0.2
H 0.192 -3.288 4.488 -0.1 0.2 0.1
H -0.635 -0.197 6.362 -0.2 0.3 -0.2
C -2.019 -1.110 -0.056 1.1 -0.2 -0.5